# 1
The following is a quantum chemistry calculation of C34H37CsN6O2S3Si as an isolated structure, from the Open Molecules 2025 dataset.

Positions of all 84 atoms, in Å:
1 Cs 0.48 -0.31 0.65
2 N 3.23 2.58 -0.37
3 C 3.85 1.47 -0.63
4 N 3.32 0.25 -0.67
5 C 4.23 -0.72 -0.96
6 C 3.94 -2.09 -1.06
7 C 4.94 -2.99 -1.35
8 C 6.26 -2.57 -1.56
9 C 6.57 -1.22 -1.47
10 C 5.57 -0.31 -1.17
11 S 5.65 1.42 -0.99
12 H 1.29 3.14 0.06
13 H 3.87 3.37 -0.39
14 H 2.92 -2.42 -0.90
15 H 4.70 -4.05 -1.42
16 H 7.03 -3.29 -1.78
17 H 7.59 -0.88 -1.62
18 C -0.11 1.34 6.21
19 N -0.44 0.48 5.11
20 C -1.43 -0.55 5.31
21 C -1.99 -0.74 3.89
22 O -2.79 -1.63 3.63
23 N -1.47 0.19 3.08
24 C -0.65 1.00 3.81
25 N -0.10 2.08 3.35
26 H 0.12 0.73 7.09
27 H -0.93 2.03 6.48
28 H 0.78 1.93 5.99
29 H -2.24 -0.23 5.98
30 H -1.01 -1.49 5.69
31 H -0.07 3.03 1.52
32 H 0.49 2.52 4.05
33 S -4.76 1.31 0.53
34 C -3.10 1.41 0.04
35 N -2.51 0.29 -0.18
36 C -3.36 -0.78 0.06
37 C -3.00 -2.13 -0.03
38 C -3.98 -3.07 0.22
39 C -5.28 -2.70 0.57
40 C -5.64 -1.37 0.69
41 C -4.66 -0.42 0.44
42 H -2.60 2.37 -0.05
43 H -1.97 -2.44 -0.21
44 H -3.71 -4.12 0.18
45 H -6.02 -3.47 0.78
46 H -6.64 -1.09 1.00
47 S 0.05 3.64 0.31
48 C 1.67 -5.52 3.46
49 C 1.53 -4.24 2.63
50 C 2.92 -3.81 2.14
51 C 0.97 -3.13 3.53
52 Si 0.38 -4.46 1.09
53 O 0.10 -3.11 0.34
54 C -1.20 -5.33 1.71
55 C -1.57 -6.64 1.42
56 C -2.76 -7.19 1.90
57 C -3.60 -6.43 2.69
58 C -3.26 -5.11 2.99
59 C -2.08 -4.58 2.49
60 C 1.29 -5.69 -0.07
61 C 1.70 -7.00 0.22
62 C 2.42 -7.76 -0.69
63 C 2.76 -7.23 -1.92
64 C 2.37 -5.93 -2.24
65 C 1.64 -5.19 -1.33
66 H 2.28 -5.32 4.35
67 H 2.16 -6.32 2.90
68 H 0.69 -5.89 3.80
69 H 3.58 -3.62 3.00
70 H 2.87 -2.90 1.55
71 H 3.39 -4.58 1.52
72 H 1.64 -2.99 4.39
73 H -0.02 -3.37 3.91
74 H 0.91 -2.18 3.00
75 H -0.93 -7.25 0.79
76 H -3.02 -8.21 1.64
77 H -4.53 -6.85 3.07
78 H -3.92 -4.49 3.58
79 H -1.88 -3.53 2.70
80 H 1.44 -7.44 1.18
81 H 2.73 -8.77 -0.43
82 H 3.34 -7.81 -2.63
83 H 2.63 -5.50 -3.20
84 H 1.33 -4.18 -1.57

Computed properties:
- Molar mass: 818.90 g mol⁻¹
- Calculated total energy: -3301.27808 Eh
- Relative energy (zero: lowest compared OMol25 entry of this formula, charge and spin): 0.000 eV
- LUMO level: 3.9 eV
- Kohn-Sham gap: 5.896 eV
- Net charge: -2

=====

# 2
The following is a quantum chemistry calculation of C34H37FN8O4SSr as an isolated structure at a distorted geometry, from the Open Molecules 2025 dataset.

Positions of all 86 atoms, in Å:
1 Sr -2.71 -0.32 1.15
2 C -1.81 -1.55 4.16
3 C -3.14 -1.22 4.49
4 C -4.00 -1.95 3.65
5 C -3.20 -2.75 2.80
6 C -1.84 -2.50 3.12
7 H -0.92 -1.15 4.62
8 H -3.44 -0.57 5.30
9 H -5.08 -1.93 3.66
10 H -3.55 -3.46 2.06
11 H -0.99 -2.97 2.64
12 C 5.08 1.77 2.89
13 C 4.21 2.33 1.77
14 N 3.04 1.49 1.51
15 C 1.85 1.82 2.09
16 C 0.68 1.16 1.98
17 C -0.50 1.80 2.75
18 O -0.20 2.63 3.60
19 O -1.64 1.41 2.41
20 C 0.66 -0.05 1.19
21 O -0.30 -0.79 0.98
22 C 1.97 -0.43 0.60
23 C 2.01 -1.61 -0.16
24 C 3.18 -1.98 -0.73
25 F 3.27 -3.14 -1.45
26 C 4.35 -1.22 -0.60
27 C 4.32 -0.07 0.15
28 C 3.12 0.34 0.76
29 N 5.57 -1.65 -1.21
30 C 5.50 -1.92 -2.63
31 C 6.90 -1.98 -3.19
32 N 7.64 -3.09 -2.46
33 C 7.66 -2.86 -0.97
34 C 6.23 -2.73 -0.49
35 H 5.93 2.43 3.07
36 H 5.45 0.78 2.66
37 H 4.50 1.71 3.82
38 H 4.77 2.45 0.85
39 H 3.84 3.32 2.03
40 H 1.86 2.71 2.72
41 H 1.10 -2.19 -0.27
42 H 5.23 0.51 0.23
43 H 4.95 -1.12 -3.13
44 H 4.98 -2.86 -2.86
45 H 7.46 -1.07 -3.00
46 H 6.92 -2.23 -4.25
47 H 8.59 -3.19 -2.82
48 H 7.16 -3.97 -2.65
49 H 8.21 -1.93 -0.82
50 H 8.18 -3.69 -0.52
51 H 6.23 -2.51 0.57
52 H 5.70 -3.69 -0.62
53 O -2.26 0.78 -0.86
54 C -2.47 0.78 -2.12
55 C -1.68 1.59 -2.99
56 C -1.87 1.61 -4.35
57 C -2.87 0.83 -4.95
58 C -3.66 0.05 -4.13
59 C -3.51 0.02 -2.74
60 C -4.45 -0.80 -1.95
61 N -4.31 -1.33 -0.75
62 C -5.48 -2.00 -0.48
63 C -6.34 -1.87 -1.52
64 N -5.68 -1.12 -2.45
65 H -0.91 2.19 -2.52
66 H -1.24 2.24 -4.97
67 H -3.01 0.83 -6.02
68 H -4.41 -0.58 -4.60
69 H -5.62 -2.51 0.46
70 H -7.34 -2.23 -1.67
71 H -6.05 -0.77 -3.31
72 C -4.45 4.41 -1.36
73 C -5.65 3.63 -0.82
74 C -5.35 2.92 0.46
75 N -5.37 1.64 0.56
76 N -4.96 1.19 1.79
77 C -4.65 2.15 2.61
78 N -4.23 1.93 3.89
79 S -4.84 3.72 1.91
80 H -4.70 4.90 -2.30
81 H -3.62 3.73 -1.54
82 H -4.12 5.17 -0.66
83 H -5.94 2.85 -1.53
84 H -6.52 4.29 -0.70
85 H -3.99 0.95 4.03
86 H -3.44 2.51 4.15

Computed properties:
- Molar mass: 760.41 g mol⁻¹
- Calculated total energy: -2585.65972 Eh
- Relative energy (zero: lowest compared OMol25 entry of this formula, charge and spin): 0.505 eV
- LUMO level: -1.9 eV
- Kohn-Sham gap: 3.413 eV

=====

# 3
The following is a quantum chemistry calculation of C34H37N5O6RhS2 as an isolated structure at a distorted geometry, from the Open Molecules 2025 dataset.

Positions of all 85 atoms, in Å:
1 Rh -0.23 0.17 0.65
2 C 3.16 -0.69 2.41
3 C 2.53 0.56 1.85
4 C 3.39 1.79 2.05
5 O 2.22 0.38 0.43
6 C 1.10 0.77 2.39
7 O 0.62 -0.01 3.20
8 O 0.43 1.74 1.79
9 H 4.14 -0.85 1.96
10 H 2.52 -1.56 2.21
11 H 3.27 -0.60 3.49
12 H 4.35 1.67 1.55
13 H 3.56 1.95 3.12
14 H 2.89 2.68 1.64
15 H 2.95 -0.09 -0.01
16 C -0.42 -3.43 2.01
17 C -1.53 -2.62 1.43
18 N -1.39 -1.61 0.68
19 C -2.60 -0.83 0.42
20 C -3.74 -1.62 1.00
21 S -3.19 -3.01 1.84
22 C -2.17 0.96 -1.54
23 C -2.72 1.85 -2.40
24 S -1.62 3.12 -2.70
25 C -0.47 2.41 -1.65
26 N -0.90 1.30 -1.14
27 C 0.89 2.99 -1.37
28 H 0.54 -2.96 1.81
29 H -0.43 -4.44 1.60
30 H -0.54 -3.50 3.09
31 H -4.74 -1.27 1.17
32 H -3.69 1.82 -2.87
33 H 0.99 3.98 -1.80
34 H 1.65 2.33 -1.79
35 H 1.05 3.04 -0.29
36 C -2.06 0.04 -5.27
37 O -3.02 -0.85 -4.68
38 C -2.82 -2.17 -5.01
39 C -3.67 -2.74 -5.94
40 C -3.51 -4.06 -6.33
41 C -2.49 -4.82 -5.78
42 C -1.65 -4.25 -4.83
43 C -1.80 -2.93 -4.43
44 N -0.87 -2.41 -3.48
45 C -1.09 -1.64 -2.37
46 N -2.40 -1.43 -2.04
47 C -2.83 -0.38 -1.12
48 C -2.18 0.46 1.07
49 C -2.98 1.54 1.19
50 C -4.31 1.57 0.69
51 C -4.91 0.78 -0.33
52 C -4.31 -0.12 -1.18
53 O -4.93 -0.83 -2.13
54 C -6.33 -0.60 -2.32
55 N -0.12 -1.22 -1.62
56 C 1.23 -1.48 -1.95
57 C 1.94 -2.45 -1.25
58 C 3.30 -2.66 -1.46
59 C 3.96 -1.88 -2.40
60 C 3.27 -0.91 -3.12
61 C 1.91 -0.71 -2.90
62 O 1.17 0.24 -3.53
63 C 1.81 0.96 -4.58
64 H -2.47 1.04 -5.21
65 H -1.89 -0.22 -6.32
66 H -1.11 0.00 -4.73
67 H -4.45 -2.12 -6.37
68 H -4.18 -4.49 -7.07
69 H -2.34 -5.85 -6.08
70 H -0.86 -4.84 -4.38
71 H 0.05 -2.82 -3.52
72 H -3.09 -1.71 -2.72
73 H -2.61 2.42 1.71
74 H -4.96 2.34 1.11
75 H -5.98 0.94 -0.48
76 H -6.61 -1.21 -3.17
77 H -6.53 0.45 -2.53
78 H -6.89 -0.91 -1.44
79 H 1.40 -3.05 -0.53
80 H 3.83 -3.42 -0.91
81 H 5.02 -2.02 -2.59
82 H 3.80 -0.31 -3.85
83 H 1.04 1.61 -5.00
84 H 2.18 0.28 -5.36
85 H 2.63 1.57 -4.21

Computed properties:
- Molar mass: 778.74 g mol⁻¹
- Calculated total energy: -2949.57846 Eh
- LUMO level (alpha / beta): -3.0 / -3.7 eV
- Kohn-Sham gap (alpha / beta): 6.612 / 7.018 eV
- Net charge: +1
- <S²>: 6.07
- 2S+1: 5

=====

# 4
The following is a quantum chemistry calculation of C34H37N6Tl as an isolated structure, from the Open Molecules 2025 dataset.

Positions of all 78 atoms, in Å:
1 Tl 0.05 -0.66 -0.29
2 C 3.57 -0.88 -0.81
3 C 3.48 0.62 -0.81
4 C 4.61 1.42 -0.67
5 C 4.46 2.79 -0.65
6 C 3.19 3.33 -0.76
7 C 2.11 2.46 -0.90
8 N 2.26 1.14 -0.94
9 C 0.72 3.00 -0.96
10 C 0.47 4.26 -1.51
11 C -0.82 4.76 -1.47
12 C -1.81 4.01 -0.87
13 C -1.48 2.75 -0.36
14 N -0.25 2.25 -0.43
15 C -2.52 1.91 0.31
16 C -3.51 2.50 1.10
17 C -4.41 1.67 1.75
18 C -4.32 0.30 1.58
19 C -3.33 -0.21 0.74
20 C -3.21 -1.68 0.46
21 N -2.45 0.59 0.14
22 H 4.58 -1.21 -1.05
23 H 2.87 -1.31 -1.52
24 H 3.32 -1.26 0.18
25 H 5.58 0.96 -0.57
26 H 5.32 3.44 -0.53
27 H 3.03 4.40 -0.71
28 H 1.27 4.81 -1.97
29 H -1.04 5.72 -1.91
30 H -2.83 4.37 -0.82
31 H -3.53 3.57 1.24
32 H -5.16 2.09 2.40
33 H -5.00 -0.37 2.07
34 H -4.07 -2.22 0.84
35 H -2.30 -2.09 0.92
36 H -3.12 -1.84 -0.61
37 C -0.41 -6.23 1.25
38 C 0.22 -4.96 1.82
39 C 1.66 -5.24 2.26
40 C -0.58 -4.46 3.01
41 N 0.14 -3.88 0.82
42 N 0.86 -4.08 -0.38
43 H -0.43 -7.01 2.00
44 H 0.15 -6.60 0.39
45 H -1.43 -6.02 0.93
46 H 1.68 -6.01 3.04
47 H 2.12 -4.34 2.67
48 H 2.28 -5.61 1.44
49 H -0.56 -5.19 3.83
50 H -1.62 -4.30 2.72
51 H -0.18 -3.52 3.39
52 H 0.47 -3.02 1.24
53 H 0.27 -4.57 -1.04
54 H 1.71 -4.63 -0.24
55 N 0.16 -0.54 2.03
56 C -0.22 0.25 2.94
57 C 0.06 1.73 2.90
58 C -0.93 2.66 3.21
59 C -0.69 4.03 3.08
60 C 0.56 4.48 2.68
61 C 1.56 3.56 2.40
62 C 1.31 2.20 2.49
63 C -0.95 -0.22 4.18
64 C -0.84 0.44 5.40
65 C -1.50 -0.03 6.53
66 C -2.30 -1.16 6.45
67 C -2.42 -1.83 5.24
68 C -1.74 -1.36 4.12
69 H -1.89 2.31 3.55
70 H -1.48 4.74 3.30
71 H 0.76 5.54 2.60
72 H 2.55 3.90 2.11
73 H 2.07 1.47 2.24
74 H -0.23 1.33 5.47
75 H -1.40 0.49 7.47
76 H -2.82 -1.52 7.33
77 H -3.03 -2.72 5.16
78 H -1.80 -1.88 3.17

Computed properties:
- Molar mass: 734.10 g mol⁻¹
- Calculated total energy: -1818.82472 Eh
- Relative energy (zero: lowest compared OMol25 entry of this formula, charge and spin): 0.000 eV
- LUMO level: 0.2 eV
- Kohn-Sham gap: 6.669 eV

=====

# 5
The following is a quantum chemistry calculation of C34H37N8NiO4S as an isolated structure at a distorted geometry, from the Open Molecules 2025 dataset.

Positions of all 85 atoms, in Å:
1 Ni -0.88 0.67 1.59
2 C 3.07 -4.40 3.58
3 C 2.81 -3.04 2.89
4 C 3.34 -2.65 1.69
5 C 3.06 -1.37 1.16
6 C 3.63 -0.89 -0.03
7 N 4.08 -1.64 -1.07
8 C 3.69 -2.96 -1.64
9 C 2.19 -3.41 -1.50
10 C 1.14 -2.35 -1.80
11 N 1.28 -1.86 -3.11
12 C 1.82 -0.70 -3.46
13 C 1.84 0.52 -2.69
14 C 2.88 1.37 -3.02
15 C 2.92 2.68 -2.48
16 C 3.99 3.68 -3.00
17 C 2.05 3.08 -1.51
18 C 1.03 2.24 -1.09
19 C 0.30 2.82 -0.01
20 N -0.10 2.34 1.12
21 C -0.58 3.44 2.10
22 C 0.15 3.33 3.43
23 C -0.25 2.05 4.10
24 N 0.02 0.83 3.28
25 C 0.70 -0.12 3.80
26 C 1.64 -0.91 3.10
27 C 2.03 -2.11 3.56
28 C 2.39 -0.33 1.96
29 O 2.59 0.84 1.73
30 C 0.77 0.92 -1.75
31 O -0.29 0.28 -1.65
32 H 4.07 -4.80 3.31
33 H 2.24 -5.15 3.47
34 H 3.07 -4.10 4.65
35 H 4.03 -3.22 1.11
36 H 3.65 0.23 -0.14
37 H 4.77 -1.25 -1.63
38 H 4.37 -3.66 -1.20
39 H 3.98 -2.91 -2.69
40 H 2.09 -3.69 -0.44
41 H 2.04 -4.27 -2.18
42 H 1.27 -1.53 -1.06
43 H 0.14 -2.72 -1.64
44 H 1.26 -2.56 -3.85
45 H 2.29 -0.64 -4.47
46 H 3.70 1.10 -3.74
47 H 3.87 4.66 -2.48
48 H 3.92 3.88 -4.09
49 H 5.04 3.31 -2.82
50 H 2.14 4.08 -1.15
51 H 0.01 3.82 -0.29
52 H -1.64 3.16 2.18
53 H -0.46 4.47 1.74
54 H -0.18 4.10 4.13
55 H 1.24 3.41 3.36
56 H -1.30 1.95 4.44
57 H 0.40 2.05 4.98
58 H 0.48 -0.39 4.84
59 H 1.70 -2.41 4.58
60 N -6.17 0.75 -4.81
61 C -5.63 0.96 -3.55
62 C -6.19 0.29 -2.42
63 C -5.60 0.42 -1.12
64 C -4.67 1.46 -0.97
65 C -4.13 2.16 -2.03
66 C -4.59 1.93 -3.32
67 S -4.11 1.84 0.79
68 O -5.26 1.62 1.61
69 O -3.60 3.21 0.81
70 N -2.85 0.85 1.16
71 C -2.98 -0.45 1.28
72 N -4.06 -1.20 0.97
73 C -3.95 -2.52 1.13
74 C -2.88 -3.13 1.82
75 C -1.80 -2.30 2.11
76 N -1.88 -1.03 1.82
77 H -6.59 -0.13 -4.93
78 H -5.70 1.26 -5.59
79 H -7.01 -0.43 -2.55
80 H -5.96 -0.20 -0.29
81 H -3.32 2.86 -1.78
82 H -4.01 2.37 -4.08
83 H -4.81 -3.10 0.81
84 H -2.88 -4.15 2.22
85 H -0.88 -2.63 2.69

Computed properties:
- Molar mass: 712.48 g mol⁻¹
- Calculated total energy: -3962.97090 Eh
- LUMO level (alpha / beta): -3.7 / -3.8 eV
- Kohn-Sham gap (alpha / beta): 5.840 / 5.746 eV
- Net charge: +1
- <S²>: 2.01
- 2S+1: 3

=====

# 6
The following is a quantum chemistry calculation of C34H38BGeN6ScSe as an isolated structure, from the Open Molecules 2025 dataset.

Positions of all 82 atoms, in Å:
1 Sc 0.99 -0.04 0.28
2 C 3.71 -0.68 3.11
3 C 3.88 -1.50 1.88
4 C 4.97 -2.32 1.54
5 C 4.66 -2.85 0.30
6 C 5.45 -3.78 -0.55
7 N 3.45 -2.36 -0.05
8 N 2.98 -1.53 0.92
9 B 2.59 -2.73 -1.27
10 N 2.46 -1.52 -2.22
11 N 1.98 -0.33 -1.79
12 C 2.04 0.53 -2.80
13 C 1.58 1.94 -2.65
14 C 2.58 -0.13 -3.93
15 C 2.82 -1.42 -3.51
16 C 3.39 -2.56 -4.30
17 N 1.21 -3.20 -0.77
18 N 0.44 -2.41 0.01
19 C -0.65 -3.10 0.33
20 C -1.72 -2.54 1.20
21 C -0.59 -4.37 -0.29
22 C 0.60 -4.39 -0.98
23 C 1.19 -5.48 -1.81
24 H 4.50 -0.90 3.83
25 H 2.74 -0.88 3.58
26 H 3.70 0.38 2.86
27 H 5.87 -2.49 2.11
28 H 6.41 -4.00 -0.07
29 H 5.66 -3.34 -1.53
30 H 4.93 -4.73 -0.72
31 H 3.11 -3.62 -1.87
32 H 1.56 2.21 -1.59
33 H 0.57 2.06 -3.05
34 H 2.25 2.62 -3.18
35 H 2.76 0.29 -4.90
36 H 3.59 -2.23 -5.32
37 H 2.71 -3.41 -4.33
38 H 4.33 -2.92 -3.87
39 H -1.95 -1.52 0.84
40 H -1.38 -2.46 2.23
41 H -2.61 -3.17 1.17
42 H -1.33 -5.15 -0.24
43 H 0.51 -6.33 -1.82
44 H 2.15 -5.81 -1.43
45 H 1.34 -5.15 -2.85
46 C -0.97 0.39 -0.27
47 Ge -1.95 1.77 0.51
48 C -2.19 1.57 2.47
49 C -1.22 2.01 3.38
50 C -1.37 1.79 4.75
51 C -2.49 1.12 5.24
52 C -3.46 0.68 4.35
53 C -3.30 0.90 2.98
54 C -1.54 3.73 0.30
55 C -1.85 4.69 1.26
56 C -1.62 6.04 1.03
57 C -1.08 6.47 -0.17
58 C -0.76 5.52 -1.14
59 C -0.98 4.17 -0.90
60 C -3.88 1.82 -0.13
61 C -4.89 2.58 0.47
62 C -6.18 2.59 -0.03
63 C -6.50 1.85 -1.17
64 C -5.51 1.09 -1.78
65 C -4.22 1.08 -1.26
66 H -1.21 0.22 -1.33
67 H -0.32 2.48 3.01
68 H -0.59 2.12 5.43
69 H -2.60 0.95 6.30
70 H -4.33 0.15 4.71
71 H -4.07 0.54 2.30
72 H -2.27 4.38 2.21
73 H -1.86 6.77 1.80
74 H -0.89 7.52 -0.35
75 H -0.32 5.84 -2.08
76 H -0.70 3.44 -1.65
77 H -4.66 3.17 1.35
78 H -6.95 3.18 0.46
79 H -7.51 1.86 -1.56
80 H -5.74 0.51 -2.66
81 H -3.45 0.46 -1.71
82 Se 1.97 1.94 1.39

Computed properties:
- Molar mass: 738.06 g mol⁻¹
- Calculated total energy: -6911.03369 Eh
- LUMO level: 4.0 eV
- Kohn-Sham gap: 3.938 eV
- Net charge: -2

=====

- Which of these has the highest molar mass?
  C34H37CsN6O2S3Si

=====

- Look up the molar mass of the sixth one.
  738.06 g mol⁻¹

=====

Repeat the sixth record exactly.
The following is a quantum chemistry calculation of C34H38BGeN6ScSe as an isolated structure, from the Open Molecules 2025 dataset.

Positions of all 82 atoms, in Å:
1 Sc 0.99 -0.04 0.28
2 C 3.71 -0.68 3.11
3 C 3.88 -1.50 1.88
4 C 4.97 -2.32 1.54
5 C 4.66 -2.85 0.30
6 C 5.45 -3.78 -0.55
7 N 3.45 -2.36 -0.05
8 N 2.98 -1.53 0.92
9 B 2.59 -2.73 -1.27
10 N 2.46 -1.52 -2.22
11 N 1.98 -0.33 -1.79
12 C 2.04 0.53 -2.80
13 C 1.58 1.94 -2.65
14 C 2.58 -0.13 -3.93
15 C 2.82 -1.42 -3.51
16 C 3.39 -2.56 -4.30
17 N 1.21 -3.20 -0.77
18 N 0.44 -2.41 0.01
19 C -0.65 -3.10 0.33
20 C -1.72 -2.54 1.20
21 C -0.59 -4.37 -0.29
22 C 0.60 -4.39 -0.98
23 C 1.19 -5.48 -1.81
24 H 4.50 -0.90 3.83
25 H 2.74 -0.88 3.58
26 H 3.70 0.38 2.86
27 H 5.87 -2.49 2.11
28 H 6.41 -4.00 -0.07
29 H 5.66 -3.34 -1.53
30 H 4.93 -4.73 -0.72
31 H 3.11 -3.62 -1.87
32 H 1.56 2.21 -1.59
33 H 0.57 2.06 -3.05
34 H 2.25 2.62 -3.18
35 H 2.76 0.29 -4.90
36 H 3.59 -2.23 -5.32
37 H 2.71 -3.41 -4.33
38 H 4.33 -2.92 -3.87
39 H -1.95 -1.52 0.84
40 H -1.38 -2.46 2.23
41 H -2.61 -3.17 1.17
42 H -1.33 -5.15 -0.24
43 H 0.51 -6.33 -1.82
44 H 2.15 -5.81 -1.43
45 H 1.34 -5.15 -2.85
46 C -0.97 0.39 -0.27
47 Ge -1.95 1.77 0.51
48 C -2.19 1.57 2.47
49 C -1.22 2.01 3.38
50 C -1.37 1.79 4.75
51 C -2.49 1.12 5.24
52 C -3.46 0.68 4.35
53 C -3.30 0.90 2.98
54 C -1.54 3.73 0.30
55 C -1.85 4.69 1.26
56 C -1.62 6.04 1.03
57 C -1.08 6.47 -0.17
58 C -0.76 5.52 -1.14
59 C -0.98 4.17 -0.90
60 C -3.88 1.82 -0.13
61 C -4.89 2.58 0.47
62 C -6.18 2.59 -0.03
63 C -6.50 1.85 -1.17
64 C -5.51 1.09 -1.78
65 C -4.22 1.08 -1.26
66 H -1.21 0.22 -1.33
67 H -0.32 2.48 3.01
68 H -0.59 2.12 5.43
69 H -2.60 0.95 6.30
70 H -4.33 0.15 4.71
71 H -4.07 0.54 2.30
72 H -2.27 4.38 2.21
73 H -1.86 6.77 1.80
74 H -0.89 7.52 -0.35
75 H -0.32 5.84 -2.08
76 H -0.70 3.44 -1.65
77 H -4.66 3.17 1.35
78 H -6.95 3.18 0.46
79 H -7.51 1.86 -1.56
80 H -5.74 0.51 -2.66
81 H -3.45 0.46 -1.71
82 Se 1.97 1.94 1.39

Computed properties:
- Molar mass: 738.06 g mol⁻¹
- Calculated total energy: -6911.03369 Eh
- LUMO level: 4.0 eV
- Kohn-Sham gap: 3.938 eV
- Net charge: -2